Below is a 2-piece molecular cluster, C4H10N2O3 overall at a distorted geometry, with properties calculated with ωB97M-V/def2-TZVPD.

Properties
Energy (eV): -13427.93156
SMILES: O=[N+]([O-])O.CN=C(C)C
LUMO energy (eV): 0.562

```
19
Properties=species:S:1:pos:R:3:forces:R:3
O 0.975 3.456 -2.738 0.0140 -0.5047 0.0612
N 1.069 2.406 -2.142 -1.3146 1.6570 -0.1717
O 2.065 1.801 -1.925 0.9688 -1.2517 0.3761
O -0.122 1.976 -1.645 -0.2169 -1.1520 0.6018
H -0.096 1.038 -1.135 0.3694 0.8132 -0.8156
C -2.017 -0.680 -0.564 -0.8333 -2.3926 1.7247
N -0.616 -0.371 -0.301 1.3380 0.8785 -0.9790
C 0.176 -0.747 0.627 0.0307 0.7904 0.1479
C -0.364 -1.411 1.814 -0.8120 -0.4902 2.3604
C 1.637 -0.197 0.786 0.4829 -1.0621 -0.5905
H -2.413 0.014 -1.306 -0.1171 0.1729 0.5629
H -2.079 -1.690 -1.047 0.3276 0.7565 0.1029
H -2.723 -0.899 0.379 1.4375 1.2446 -1.8790
H -0.332 -0.749 2.739 -0.3317 0.0053 -1.3293
H 0.266 -2.185 2.262 -0.1292 -0.5546 -0.7592
H -1.421 -1.731 1.646 1.0723 -0.0119 0.4405
H 2.331 -0.169 -0.117 -1.4151 -0.1786 0.8843
H 1.418 0.822 1.044 0.4074 0.7287 0.3235
H 2.246 -0.685 1.624 -1.2788 0.5512 -1.0620
```
Positions in Å, forces in eV/Å.

***

Below is C4H10N2O3 in the gas phase at a distorted geometry, with properties calculated with ωB97M-V/def2-TZVPD.

Properties
Energy (eV): -13429.20139
SMILES: CC[C@@H](O)[C@@H](N)[N+](=O)[O-]
LUMO energy (eV): 0.595

```
19
Properties=species:S:1:pos:R:3:forces:R:3
C 0.574 -1.814 -1.799 1.3816 -1.5321 1.6475
C -0.342 -1.037 -0.929 -0.1343 4.1116 0.1660
C 0.479 0.035 0.009 -1.4119 -0.0311 -2.7777
O 1.442 0.729 -0.781 -1.9386 0.0618 -0.2035
C -0.484 1.069 0.580 -0.0072 2.1789 0.2521
N -1.823 0.642 0.872 1.7278 -1.4441 -2.0817
N 0.128 1.681 1.936 0.0593 -0.6168 -0.0424
O 1.310 1.620 2.157 0.5408 -0.1872 -0.3962
O -0.664 2.202 2.685 -0.5646 0.2773 0.1342
H 1.367 -2.404 -1.168 -1.3878 1.1170 -1.0926
H 0.153 -2.506 -2.492 -0.8879 -0.7151 -0.1204
H 1.064 -1.143 -2.417 1.4553 1.3437 -1.0919
H -0.809 -1.621 -0.219 -1.2961 -1.5618 1.3378
H -1.162 -0.368 -1.394 1.3284 -1.4714 0.0051
H 0.826 -0.561 0.798 1.3391 -0.5825 1.2410
H 2.339 0.605 -0.552 1.2878 -0.4821 0.8557
H -0.453 2.065 0.004 -0.1726 -1.7188 0.3318
H -2.154 1.154 1.626 -0.9610 1.1037 1.6182
H -1.790 -0.349 1.086 -0.3581 0.1490 0.2170
```
Positions in Å, forces in eV/Å.

***

Below is C4H10N2S in the gas phase at a distorted geometry, with properties calculated with ωB97M-V/def2-TZVPD.

Properties
Energy (eV): -18124.67377
SMILES: CNC(=S)N(C)C
LUMO energy (eV): 0.653

```
17
Properties=species:S:1:pos:R:3:forces:R:3
C -2.668 -0.549 0.044 -0.0670 0.6541 -0.6226
N -1.211 -0.533 0.017 1.3017 -2.5718 -1.7925
C -0.452 0.591 0.040 1.3469 -2.0933 -0.0436
S -1.077 2.117 0.024 -0.0653 0.3723 0.2193
N 0.905 0.234 0.067 -1.5987 3.4354 -0.4762
C 1.823 1.353 0.001 1.0351 -1.2012 -2.1849
C 1.438 -1.059 0.047 -0.2172 -0.9264 0.3054
H -3.100 0.240 -0.702 0.6256 -1.4703 1.4131
H -2.840 -0.229 1.104 -0.9816 -0.4803 -1.0368
H -3.009 -1.607 -0.235 0.3056 1.6531 0.7338
H -0.692 -1.377 -0.437 -1.7641 2.0919 1.3248
H 1.374 2.052 -0.685 0.1861 0.6742 0.0149
H 1.935 1.762 0.960 0.4990 0.9159 1.2717
H 2.819 1.020 -0.459 -1.3459 0.4548 0.8661
H 1.026 -1.627 -0.845 0.9508 0.0379 1.0065
H 1.210 -1.504 1.030 -0.0203 -0.7518 -0.5739
H 2.518 -0.885 0.029 -0.1908 -0.7945 -0.4252
```
Positions in Å, forces in eV/Å.

***

Below is a 2-piece molecular cluster, C4H10N2S overall at a distorted geometry, with properties calculated with ωB97M-V/def2-TZVPD.

Properties
Energy (eV): -18120.77375
LUMO energy (eV): 0.875

```
17
Properties=species:S:1:pos:R:3:forces:R:3
C -0.757 -3.591 0.740 -1.4491 0.2816 -0.1647
C -1.746 -3.440 0.067 0.8479 0.0526 -0.3806
C -1.329 1.060 0.722 0.6038 6.1081 1.8867
C 0.206 1.182 0.664 0.1520 1.3361 0.7594
N 1.523 -0.387 -0.968 0.8663 -1.9564 0.4735
N 1.860 2.108 -1.238 -0.8609 0.3037 2.3131
S 0.677 0.866 -1.088 0.5362 1.6540 -0.2486
H -0.065 -3.661 1.533 0.5163 -0.1379 0.0899
H 2.310 2.207 -2.133 0.1242 -0.4745 0.0086
H -2.465 -3.260 -0.711 0.0844 -0.1636 0.4367
H -1.596 0.179 0.372 -1.8287 -4.3401 -1.0899
H -1.776 1.403 1.755 0.9438 -1.2432 -1.8938
H -1.738 1.857 -0.004 0.5093 -1.1751 0.9786
H 0.814 0.389 1.223 -0.9515 1.2530 -0.6364
H 0.396 2.260 0.987 0.4402 -1.5157 -0.4344
H 1.208 -1.159 -1.522 -0.2567 -0.2605 -0.4975
H 2.478 1.986 -0.398 -0.2775 0.2779 -1.6005
```
Positions in Å, forces in eV/Å.

***

Below is C4H10N2S in the gas phase at a distorted geometry, with properties calculated with ωB97M-V/def2-TZVPD.

Properties
Energy (eV): -18124.48266
SMILES: [H]/N=C\N(C)SCC
LUMO energy (eV): 0.851

```
17
Properties=species:S:1:pos:R:3:forces:R:3
H 1.082 2.180 -1.107 0.1892 0.0541 -0.0936
N 1.740 2.117 -0.323 -0.8707 -0.2362 -0.1569
C 1.780 0.928 0.101 0.9107 -0.3404 1.1960
N 1.180 -0.267 -0.330 -0.0186 0.5295 -0.0802
C 1.956 -1.496 -0.071 -2.1562 -1.0073 0.0039
S -0.391 -0.194 -1.019 0.9902 -0.4769 0.1115
C -1.463 -0.027 0.462 0.1864 -0.3702 -1.8570
C -2.825 0.372 -0.110 0.5178 0.3646 1.3270
H 2.386 0.750 1.026 -0.1000 0.0600 -0.8533
H 2.175 -2.038 -0.999 -0.3640 0.0932 0.1122
H 2.913 -1.262 0.328 0.6533 0.4789 0.5945
H 1.395 -2.182 0.642 0.7518 0.7087 -0.8486
H -1.527 -0.991 0.932 0.1216 -0.2223 0.5808
H -0.953 0.726 1.020 -0.1336 0.4524 0.8218
H -2.719 1.310 -0.664 -0.3485 -0.4133 -0.2356
H -3.471 0.542 0.747 -0.2696 0.2200 0.0121
H -3.258 -0.469 -0.633 -0.0598 0.1051 -0.6345
```
Positions in Å, forces in eV/Å.

***

Below is C4H10N2S in the gas phase at a distorted geometry, with properties calculated with ωB97M-V/def2-TZVPD.

Properties
Energy (eV): -18121.31514
LUMO energy (spin up / spin down) (eV): 0.706 / 0.537

```
17
Properties=species:S:1:pos:R:3:forces:R:3
C -0.301 1.276 0.106 -1.5423 -0.6822 -1.1435
C -1.701 0.522 0.009 0.9471 -0.5871 -2.6148
C 0.708 0.758 -0.750 0.4515 -2.0446 -0.6986
C 1.905 -1.090 0.840 -3.4092 2.0646 -0.1122
N -1.428 -0.876 -0.010 0.0018 -0.5622 0.0473
N -0.575 -1.200 -0.998 1.4321 -0.1758 0.6321
S 2.271 0.108 -0.372 0.8643 1.3068 -0.5796
H -0.600 2.195 -0.319 0.0177 1.7161 0.4357
H -0.061 1.239 1.112 0.5341 0.5547 2.0800
H -2.274 0.957 0.761 -1.4451 0.0156 1.5009
H -2.204 0.688 -1.002 0.7015 0.2943 1.3083
H 0.735 1.247 -1.696 0.1806 0.0467 -0.8948
H 2.725 -1.570 1.150 3.0560 -2.4022 0.4753
H 1.063 -1.582 0.403 -0.0130 -1.4651 -0.2714
H 1.516 -0.674 1.749 -0.2748 0.7509 0.6546
H -1.091 -1.374 0.823 -0.5678 0.7934 -0.1520
H -0.688 -0.624 -1.805 -0.9348 0.3762 -0.6674
```
Positions in Å, forces in eV/Å.

***

The records above give, respectively, energy relative to the best compared isomer or geometry (same formula, charge and spin) values of 136.63, 107.34, 21.01, 110.94, 25.41, 98.46 kcal/mol.